1.
This record from the OMol25 dataset describes a cluster of 3 separate species, C26H46N2P in total at a distorted geometry. The level of theory is the ωB97M-V functional and the def2-TZVPD basis.

XYZ file:
```
75
C26H46N2P the ωB97M-V functional and the def2-TZVPD basis
P -4.53237 1.36163 2.05506
N -1.95531 2.41328 -2.26683
N -3.73398 2.26015 3.18662
C -4.54648 -8.72166 2.89732
C -2.20144 2.45343 0.43916
C 0.12693 3.51792 -0.79984
C -3.32877 1.76680 -2.43102
C 0.53406 -0.08335 -0.12759
C 5.00452 5.89871 -3.72358
C -0.30698 -2.99711 -1.56742
C -0.21642 -1.61500 -2.47686
C 0.21381 -0.19022 -1.73416
C 4.11608 5.47883 -2.54935
C 0.43109 -1.45674 0.79233
C 4.84816 5.24134 -1.22415
C 5.96157 4.19191 -1.26817
C -1.33304 2.78113 -0.91340
C -4.27402 1.36949 -1.10960
C 5.46295 2.79939 -1.62112
C -3.65309 -7.93661 1.94893
C -3.21969 -5.24025 3.49811
C 0.01958 -2.89978 0.05804
C -2.54303 -4.36604 2.45398
C -2.33278 -7.49546 2.58660
C 1.37454 2.53464 -0.39473
C 5.71207 7.22626 -3.49797
C -2.46576 -6.54236 3.77924
C -3.67501 1.72141 0.37813
C 0.99842 1.32312 0.64362
H -5.33773 0.87932 -1.19246
H 0.63754 -1.47244 1.96740
H -0.00853 4.45361 -0.10998
H -0.07980 -3.88200 0.70930
H 4.10822 4.94235 -0.47122
H -3.42558 -8.56974 1.08261
H -1.78338 -8.38657 2.91641
H 6.39597 7.18023 -2.64582
H -1.45822 -6.29857 4.13873
H -4.24870 -5.45142 3.19002
H 0.37378 3.93474 -1.88980
H -1.52543 -4.10603 2.76261
H 6.29360 2.08626 -1.60031
H 6.43746 4.15034 -0.28061
H -3.31174 1.59916 3.88810
H 4.37718 5.98762 -4.61894
H 4.70938 2.46087 -0.90285
H -3.76500 1.53688 -3.51803
H 5.27207 6.18723 -0.86685
H 5.02509 2.76819 -2.62286
H 1.90935 2.08724 -1.34034
H -1.72099 2.73275 1.47249
H -1.71031 -7.02878 1.81392
H -0.60364 -4.02564 -2.08808
H 2.16742 3.22310 0.17323
H 4.98888 8.02809 -3.31926
H -0.44349 -1.62578 -3.62630
H 3.56911 4.57151 -2.83201
H -2.49341 -4.86281 1.48088
H -4.30685 -0.03319 2.43568
H -5.45600 -9.04179 2.37849
H 0.25198 1.62703 1.49920
H 3.35290 6.25110 -2.38855
H 5.74354 5.12145 -3.94299
H -5.91716 1.75256 2.12196
H -2.96078 -7.06195 4.60814
H -3.29019 -4.67200 4.43384
H 6.30118 7.49316 -4.38149
H 2.01518 1.03341 1.19800
H -3.10421 -3.43505 2.32242
H -4.03427 -9.61646 3.26452
H -1.39666 2.61966 -3.14588
H 0.27374 0.76613 -2.43087
H 6.74403 4.49185 -1.97256
H -4.85102 -8.11914 3.75770
H -4.20011 -7.07131 1.56105
```

For the strongest force on any atom, the calculation gives 5.8 eV Å⁻¹. The energy above the lowest of the compared OMol25 structures with the same formula, charge and spin comes out at 327.4 kcal per mole. The energy comes out at -1468.268820 Ha. For the gap between HOMO and LUMO, the calculation gives 5.8364 eV. The spin multiplicity is 1. Its total charge is +1.

2.
This record from the OMol25 dataset describes a structure of composition C26H47AlCl3N3O4Si at a distorted geometry. The level of theory is the ωB97M-V functional and the def2-TZVPD basis.

XYZ file:
```
85
C26H47AlCl3N3O4Si the ωB97M-V functional and the def2-TZVPD basis
Cl -1.60770 -0.84465 -2.34851
Cl -2.12568 2.49915 -1.80369
Cl -0.29918 -0.75787 3.88640
Si 2.06032 -0.41752 -1.41597
Al -1.47047 0.69455 -0.88163
O 1.12671 1.08755 -1.72931
O -0.24127 0.87688 0.46155
O -1.56658 -2.30478 0.76973
O -2.87050 0.27917 0.28592
N 1.52316 0.43563 1.80281
N -3.22351 -0.17448 2.48336
N -2.27516 -4.06250 2.06800
C -5.76766 -2.18629 2.65157
C -3.65393 -0.05235 1.23512
C -5.55740 -1.80088 1.21161
C -2.79962 -5.41688 2.00868
C 2.79695 4.33955 -1.99279
C 1.01500 -1.92089 -1.06077
C 1.51192 2.21504 -2.56839
C 3.06594 5.58484 -1.21626
C 3.99222 1.99280 -3.16808
C 2.65154 1.99668 -3.58140
C -1.31065 -3.81848 3.13693
C 5.03959 1.91600 -4.10798
C 3.49960 0.00942 -0.31711
C -4.03694 -0.57522 3.63522
C 0.39219 0.05753 1.21800
C 0.69948 3.92631 -0.81291
C -2.17432 -3.36842 0.89170
C 2.37104 1.90299 -4.95629
C 3.41843 1.85091 -5.89753
C 1.76096 3.49694 -1.76813
C -5.12699 -0.33199 0.98369
C 1.71094 1.87585 2.02249
C 2.32558 -0.49802 2.61216
C -4.55391 -2.01283 3.55069
C 4.75495 1.86156 -5.47536
C 2.86689 -1.02900 -3.03083
H -2.73245 -3.83502 0.05197
H 4.35854 0.34414 -0.91236
H -2.21161 -0.08989 2.65971
H -4.84523 -2.48424 0.72048
H 3.80810 -0.89878 0.22260
H -3.73877 -2.67616 3.22447
H -3.60863 -5.48187 1.27212
H 0.81211 2.29518 2.50915
H 1.14217 4.28445 0.13057
H 3.46673 4.21454 -2.84387
H -6.06920 -3.23678 2.69061
H 1.66771 -2.79849 -0.90628
H -6.51020 -1.93971 0.67997
H 3.24720 0.78640 0.41501
H -0.01017 3.12197 -0.60369
H -4.81419 -2.31979 4.57368
H -5.70805 0.35707 1.62972
H 2.59144 2.00614 2.66733
H 0.60038 2.40200 -3.15261
H 1.96213 -0.49548 3.65591
H 0.27645 -1.90002 -0.25570
H -3.19265 -5.68672 2.99271
H -2.01681 -6.14360 1.74092
H 5.57475 1.79772 -6.20687
H 4.22262 2.12727 -2.10392
H -4.88557 0.11726 3.74295
H 3.19838 1.80383 -6.96937
H 0.43696 -2.10307 -1.97877
H 3.86686 -0.61098 -3.18318
H 2.18699 -1.51967 2.22201
H 2.30479 6.35865 -1.39967
H -3.37968 -0.47158 4.50708
H -6.58173 -1.59350 3.08385
H 4.03939 5.98145 -1.53314
H 2.26284 -0.80419 -3.91400
H -0.33526 -4.27877 2.90101
H 1.32441 1.91108 -5.28482
H 6.07819 1.93224 -3.75854
H 3.12703 5.41402 -0.13136
H -5.30543 -0.07010 -0.06673
H 0.12392 4.76596 -1.24796
H 0.01331 -0.95995 1.39587
H 3.38510 -0.21321 2.55828
H -1.72669 -4.26772 4.04665
H 1.86312 2.38341 1.05465
H -1.16996 -2.73257 3.28297
H 2.97867 -2.11925 -2.96212
```

For the strongest force on any atom, the calculation gives 2.7 eV Å⁻¹. The energy above the lowest of the compared OMol25 structures with the same formula, charge and spin comes out at 24.1 kcal per mole. The energy comes out at -3396.941757 Ha. For the gap between HOMO and LUMO, the calculation gives 9.0571 eV. The spin multiplicity is 1.

Q: spin multiplicity of number 1 (C26H46N2P)?
A: 1

Q: Look up the gap between HOMO and LUMO of the first one.
A: 5.8364 eV

Q: What is the gap between HOMO and LUMO in the second record?
A: 9.0571 eV